This record from the Open Molecules 2025 dataset describes a structure of composition C22H51BeN2O7S6 at a distorted geometry. The level of theory is ωB97M-V/def2-TZVPD.

Calculated values
LUMO energy: -7.851 eV
E_HOMO: -10.04 eV
Orbital gap: 2.18 eV
DFT total energy: -3908.1733 hartree

Geometry as ORCA input:
```
! wB97M-V def2-TZVPD RIJCOSX def2/J DEFGRID3
* xyz 1 1
Be -4.65913 -2.55096 2.01532
C -1.16762 -0.39094 0.63340
C -1.24323 -1.92267 0.43085
O -2.36799 -2.48507 0.97030
H -1.53853 0.10440 -0.26012
H -0.13153 -0.09681 0.80803
H -1.68915 -0.13281 1.55392
H -0.37502 -2.29426 1.00051
H -1.00655 -2.13108 -0.61632
C 5.08831 -2.15568 2.70257
S 3.66459 -0.98779 3.06590
O 3.27268 -0.10616 1.88415
C 2.20661 -2.01578 3.29760
H 5.90692 -1.97931 3.39514
H 5.41596 -1.87417 1.70596
H 4.50791 -3.05998 2.85701
H 2.30425 -2.86881 3.97031
H 1.99332 -2.56032 2.37320
H 1.56340 -1.17943 3.55836
C -1.37854 -0.45229 4.48042
S -2.33353 -1.94269 4.94622
O -3.45401 -1.85998 3.91603
C -1.09654 -3.15488 4.47357
H -0.62957 -0.32848 5.26386
H -1.99645 0.44320 4.52424
H -1.02961 -0.64926 3.47042
H -0.82060 -3.11887 3.41696
H -1.59547 -4.12232 4.55506
H -0.17953 -3.12621 5.05816
C -2.11660 -3.62502 -3.26398
S -2.26060 -5.31675 -2.63491
O -3.69487 -5.71784 -2.71186
C -1.38404 -6.24690 -3.97114
H -2.31970 -2.85397 -2.52243
H -2.86994 -3.44406 -4.03467
H -1.15177 -3.48478 -3.75172
H -0.38740 -5.96196 -4.30669
H -2.03627 -6.32639 -4.84326
H -1.29034 -7.28616 -3.65151
C 1.22635 5.14769 0.56982
S 0.53923 3.71383 -0.30854
O 1.34826 3.58024 -1.59620
C 1.44439 2.42097 0.61105
H 1.28161 5.99885 -0.11084
H 2.23842 4.89530 0.88002
H 0.59831 5.52404 1.37700
H 0.87919 1.56940 0.23761
H 1.27349 2.43588 1.68768
H 2.49473 2.52712 0.36111
C -2.54841 1.98353 -1.94120
S -3.00014 3.00193 -3.37682
O -4.33610 3.63049 -3.07752
C -1.77949 4.34849 -3.18775
H -2.90338 2.69498 -1.18695
H -1.55678 1.56650 -1.81136
H -3.31235 1.20650 -1.87625
H -1.95696 4.65598 -2.15455
H -2.10441 5.19179 -3.79342
H -0.76555 4.02637 -3.41423
C 4.43845 -0.80956 -1.81909
S 3.86456 -2.50755 -1.41987
O 4.61864 -2.87802 -0.16314
C 2.20263 -2.11502 -0.70335
H 3.66893 -0.33838 -2.43216
H 5.47342 -0.91233 -2.13083
H 4.41904 -0.19613 -0.91440
H 2.40182 -1.38839 0.08560
H 1.75833 -3.05035 -0.37597
H 1.69548 -1.61023 -1.53017
N 0.83022 1.27558 -3.37283
C 1.53699 1.49882 -4.53855
C 1.27773 0.40711 -5.32320
C 0.71397 -0.60552 -4.52324
C 0.28731 0.02568 -3.37765
H 0.66217 1.94705 -2.63381
H 2.16391 2.36458 -4.66403
H 1.61324 0.36611 -6.34929
H 0.30639 -1.53447 -4.89333
H -0.49891 -0.21132 -2.67762
N -3.08064 4.17671 2.87308
C -2.19823 5.08653 3.41208
C -1.00767 4.42116 3.64118
C -1.19274 3.05840 3.28457
C -2.46735 2.94013 2.83191
H -4.04997 4.33257 2.66137
H -2.53121 6.08718 3.63103
H -0.12210 4.90226 4.02448
H -0.46600 2.26135 3.29436
H -3.09862 2.14941 2.45535
*
```

Löwdin atomic charge list, values in e, 4 entries: Be 1.03; C -0.04; C -0.37; O -0.20

---

This record from the Open Molecules 2025 dataset describes a cluster of 2 separate species, C11H15N in total at a distorted geometry. The level of theory is ωB97M-V/def2-TZVPD.

Calculated values
LUMO energy (alpha / beta): 3.641 / 3.609 eV
Energy relative to the best compared isomer or geometry (same formula, charge and spin): 14.9 kcal per mole
E_HOMO (alpha / beta): 0.46 / -2.60 eV
Orbital gap (alpha / beta): 3.18 / 6.21 eV
DFT total energy: -482.8464 hartree
⟨S²⟩: 0.7654

Geometry as ORCA input:
```
! wB97M-V def2-TZVPD RIJCOSX def2/J DEFGRID3
* xyz -1 2
C -2.53465 0.02885 -1.03482
C 0.04556 -0.01596 -0.99210
C -1.22242 -0.67522 -0.84518
C 1.03687 -0.99996 -1.02919
C -0.95263 -2.01247 -0.67817
C 0.38983 1.37263 -0.96365
C 1.76844 1.64050 -0.66501
C 2.72948 0.67006 -0.83665
C 2.40979 -0.66916 -1.19492
N 0.41456 -2.20514 -0.76935
H -0.37876 2.10256 -1.19745
H 2.03965 2.55532 -0.14449
H 3.76204 0.98903 -0.67892
H -2.45999 1.10471 -0.94609
H -3.29774 -0.43490 -0.40076
H -1.62877 -2.82528 -0.44973
H 0.89368 -3.06569 -0.57880
H 3.16327 -1.44022 -1.30523
H -2.89412 -0.23054 -2.03287
C -1.06533 0.59207 3.99929
C -1.67069 1.60460 3.04264
H -0.65064 1.07935 4.88029
H -1.76181 -0.19000 4.29703
H -0.21064 0.08950 3.55109
H -1.48658 2.63651 3.34869
H -2.75913 1.54631 2.95870
H -1.28464 1.56335 2.01716
*
```

Löwdin atomic charge list, values in e, 4 entries: C -0.07; C -0.21; C -0.27; C -0.27

---

This record from the Open Molecules 2025 dataset describes a cluster of 4 separate species, H8O4 in total. The level of theory is ωB97M-V/def2-TZVPD.

Calculated values
Structure (SMILES): O.O.O.O
LUMO energy: 0.079 eV
Energy relative to the best compared isomer or geometry (same formula, charge and spin): 21.2 kcal per mole
E_HOMO: -10.96 eV
Orbital gap: 11.04 eV
DFT total energy: -305.7455 hartree

Geometry as ORCA input:
```
! wB97M-V def2-TZVPD RIJCOSX def2/J DEFGRID3
* xyz 0 1
O 0.07918 2.24718 0.70611
H -0.31660 2.48295 -0.14354
H 1.03267 2.24591 0.53772
O -0.08332 -0.81957 -0.81966
H -0.27051 -1.23840 0.03047
H 0.16721 0.08410 -0.59804
O 1.47724 0.49639 2.74340
H 1.15666 0.72749 1.86571
H 1.15156 1.20414 3.31083
O -1.28734 -2.82072 -2.60985
H -2.20454 -2.59390 -2.79461
H -0.90219 -2.01557 -2.22854
*
```

Löwdin atomic charge list, values in e, 4 entries: O -0.05; H 0.06; H 0.05; O -0.04

---

This record from the Open Molecules 2025 dataset describes a cluster of 3 separate species, C5H14O2 in total at a distorted geometry. The level of theory is ωB97M-V/def2-TZVPD.

Calculated values
Structure (SMILES): C=C(C)CC.O.O
LUMO energy: 0.518 eV
Energy relative to the best compared isomer or geometry (same formula, charge and spin): 21.6 kcal per mole
E_HOMO: -9.07 eV
Orbital gap: 9.59 eV
DFT total energy: -349.3414 hartree

Geometry as ORCA input:
```
! wB97M-V def2-TZVPD RIJCOSX def2/J DEFGRID3
* xyz 0 1
C -0.20218 -2.40869 0.66225
C -0.61565 -1.37673 1.71880
C 0.15071 -0.09290 1.82946
C 1.33444 0.14422 1.25531
C -0.36313 0.89364 2.82406
H -0.87166 -2.39511 -0.19213
H 0.79889 -2.24925 0.26681
H -0.15178 -3.41995 1.04490
H -1.65925 -1.14470 1.48446
H -0.60227 -1.82869 2.70831
H 1.98938 0.92319 1.61344
H 1.75927 -0.67332 0.68579
H -0.62332 0.43100 3.78436
H 0.28095 1.75131 2.94629
H -1.37074 1.27436 2.60678
H 1.87568 2.56102 -6.27499
H 1.09327 2.57034 -4.96656
O 1.12314 2.15461 -5.83575
H -1.39459 1.72878 -2.53312
H -1.00770 0.37891 -3.16673
O -1.54345 0.77798 -2.46173
*
```

Löwdin atomic charge list, values in e, 4 entries: C -0.10; C -0.22; C -0.38; C 0.04